Computed, not measured: C4H8CsLiO3 as an isolated structure in a non-equilibrium geometry, with ωB97M-V/def2-TZVPD.

Geometry (Å):
C (-1.689, 0.513, 0.037)
C (-1.085, -0.680, 0.873)
C (0.381, -0.542, 0.854)
C (1.202, -1.468, 0.151)
O (2.444, -1.393, 0.100)
O (-3.015, 0.665, 0.217)
Cs (-7.498, 1.040, 2.003)
Li (3.618, -0.083, -0.539)
H (-1.373, 0.357, -1.018)
H (-1.009, 1.376, 0.413)
H (-1.437, -1.617, 0.419)
H (-1.474, -0.584, 1.897)
H (0.890, 0.334, 1.270)
H (0.700, -2.308, -0.364)
O (3.217, 1.205, -1.843)
H (3.759, 1.930, -2.168)
H (2.370, 1.257, -2.303)

Properties
**Energy above the lowest of the compared OMol25 structures with the same formula, charge and spin**: 0.0 kcal per mole
**Maximum force**: 3.61 eV/Å
**⟨S²⟩**: 0.76
**Calculated total energy**: -11165.89384 eV
**M**: 243.95 u
**Multiplicity**: 2
**Charge**: +1

---

Computed, not measured: C4H8CuO3 as an isolated structure in a non-equilibrium geometry, with ωB97M-V/def2-TZVPD.

Geometry (Å):
O (0.494, -0.697, -0.074)
O (2.352, 0.488, 0.263)
C (1.550, 0.006, -0.476)
O (-0.662, 2.257, 0.279)
C (-0.156, 3.533, 0.247)
C (0.150, -1.938, -0.757)
C (-0.650, -2.786, 0.199)
H (0.844, 3.554, -0.244)
H (-0.807, 4.223, -0.333)
H (-0.001, 4.004, 1.243)
H (-0.442, -1.660, -1.639)
H (1.096, -2.403, -1.057)
H (-1.512, -2.224, 0.588)
H (-1.027, -3.666, -0.340)
H (-0.032, -3.125, 1.040)
Cu (-1.195, 0.435, 1.060)

Properties
**Energy above the lowest of the compared OMol25 structures with the same formula, charge and spin**: 28.4 kcal per mole
**Maximum force**: 2.40 eV/Å
**⟨S²⟩**: 0.75
**Calculated total energy**: -55055.12922 eV
**M**: 167.65 u
**Multiplicity**: 2
**Charge**: 0

---

Computed, not measured: C4H8DyO3 as an isolated structure in a non-equilibrium geometry, with ωB97M-V/def2-TZVPD.

Geometry (Å):
C (-1.119, -2.651, 3.090)
C (-1.083, -1.833, 1.824)
O (-0.013, -0.876, 1.972)
H (-1.857, -3.457, 2.979)
H (-0.136, -3.088, 3.309)
H (-1.417, -2.015, 3.933)
H (-2.015, -1.267, 1.675)
H (-0.880, -2.436, 0.929)
Dy (0.440, 2.224, 0.377)
O (0.328, -0.348, 0.785)
O (1.557, 0.890, -1.098)
C (2.234, -0.185, -1.110)
C (1.894, -1.248, -0.240)
H (1.607, -2.187, -0.726)
H (3.149, -0.217, -1.713)
H (2.523, -1.359, 0.650)

Properties
**Maximum force**: 5.26 eV/Å
**⟨S²⟩**: 9.76
**Calculated total energy**: -34464.30933 eV
**M**: 266.60 u
**Multiplicity**: 6
**Charge**: +3

---

Computed, not measured: C4H8F2HgNO8S2 as an isolated structure in a non-equilibrium geometry, with ωB97M-V/def2-TZVPD.

Geometry (Å):
Hg (-0.267, 0.067, 0.469)
O (-3.120, -0.439, 3.333)
C (-4.399, -0.888, 2.937)
C (-4.952, -0.734, 1.412)
O (-4.087, -0.969, 0.309)
H (-5.175, -0.479, 3.585)
H (-4.398, -1.938, 3.229)
H (-5.335, 0.283, 1.327)
H (-5.897, -1.266, 1.300)
O (0.321, 3.108, -2.214)
C (0.941, 4.316, -1.826)
C (0.723, 4.837, -0.334)
O (1.045, 3.911, 0.737)
H (0.601, 5.088, -2.516)
H (2.007, 4.206, -2.026)
H (-0.331, 5.059, -0.172)
H (1.240, 5.791, -0.229)
N (2.705, -2.723, -0.647)
S (4.039, -3.176, -0.104)
O (5.254, -2.588, -0.630)
O (4.096, -4.521, 0.501)
F (4.018, -2.331, 1.285)
S (2.894, -3.512, -2.100)
O (3.074, -4.974, -2.108)
O (3.662, -2.740, -3.066)
F (1.341, -3.387, -2.453)

Properties
**Energy above the lowest of the compared OMol25 structures with the same formula, charge and spin**: 4.8 kcal per mole
**Maximum force**: 9.30 eV/Å
**Calculated total energy**: -53414.75848 eV
**M**: 500.83 u
**Charge**: -3

---

Computed, not measured: a 2-piece molecular cluster, C4H8F2N2 overall in a non-equilibrium geometry, with ωB97M-V/def2-TZVPD.

Geometry (Å):
C (1.477, -1.405, 1.752)
C (0.516, 1.720, -1.115)
C (-0.475, 1.470, 0.018)
C (-0.965, -0.891, -0.265)
N (1.237, -2.535, 1.670)
N (-0.468, 0.112, 0.533)
F (-0.053, -1.453, -1.156)
F (-1.345, -1.965, 0.484)
H (0.395, -0.152, 1.020)
H (1.535, 1.542, -0.775)
H (0.315, 1.060, -1.956)
H (0.439, 2.751, -1.455)
H (-0.254, 2.125, 0.863)
H (-1.494, 1.683, -0.321)
H (-1.831, -0.572, -0.865)
H (0.970, -3.490, 1.566)

Properties
**Energy above the lowest of the compared OMol25 structures with the same formula, charge and spin**: 52.9 kcal per mole
**Maximum force**: 5.78 eV/Å
**⟨S²⟩**: 2.01
**Calculated total energy**: -12685.48497 eV
**M**: 122.12 u
**Multiplicity**: 3
**Charge**: 0

---

Computed, not measured: a 2-piece molecular cluster, C4H8F3IO5S overall in a non-equilibrium geometry, with ωB97M-V/def2-TZVPD.

Geometry (Å):
O (-1.683, 1.287, 0.378)
S (-2.012, 1.891, -0.859)
O (-0.895, 3.084, -1.059)
I (-1.749, 4.874, -1.328)
O (-1.666, 0.733, -2.008)
C (-0.346, 0.681, -2.489)
O (0.497, 0.051, -1.524)
C (1.675, 0.633, -1.325)
F (1.597, 1.670, -0.560)
F (2.268, 0.987, -2.437)
F (2.445, -0.234, -0.722)
H (-0.382, 0.031, -3.350)
H (0.018, 1.644, -2.828)
C (0.918, -2.115, 2.279)
C (-0.598, -2.199, 2.320)
O (-1.184, -0.909, 2.439)
H (1.295, -1.630, 3.179)
H (1.366, -3.108, 2.200)
H (1.247, -1.517, 1.426)
H (-0.924, -2.780, 3.182)
H (-0.978, -2.684, 1.413)
H (-0.910, -0.392, 1.672)

Properties
**Energy above the lowest of the compared OMol25 structures with the same formula, charge and spin**: 8.7 kcal per mole
**Maximum force**: 2.52 eV/Å
**Calculated total energy**: -41601.53121 eV
**M**: 352.07 u
**Charge**: 0

---

Computed, not measured: an isolated molecule of C4H8F3NO in a non-equilibrium geometry, with ωB97M-V/def2-TZVPD.

Geometry (Å):
C (-1.062, -1.372, 0.148)
N (0.285, -1.005, 0.553)
C (0.923, -0.058, -0.272)
C (0.544, 1.661, 0.263)
O (0.618, -0.183, -1.627)
C (2.440, -0.105, -0.050)
F (2.782, 0.078, 1.228)
F (3.073, 0.840, -0.768)
F (2.983, -1.277, -0.427)
H (-1.092, -1.829, -0.847)
H (-1.455, -2.073, 0.880)
H (-1.678, -0.477, 0.144)
H (0.858, -1.835, 0.669)
H (-0.514, 1.793, 0.093)
H (0.803, 1.706, 1.310)
H (1.144, 2.316, -0.349)
H (1.045, 0.515, -2.138)

Properties
**Energy above the lowest of the compared OMol25 structures with the same formula, charge and spin**: 26.2 kcal per mole
**Maximum force**: 4.19 eV/Å
**Calculated total energy**: -15967.48008 eV
**SMILES string**: CN[C@](C)(O)C(F)(F)F
**M**: 143.11 u
**Charge**: 0

---

Computed, not measured: C4H8F6O8S2Tl as an isolated structure in a non-equilibrium geometry, with ωB97M-V/def2-TZVPD.

Geometry (Å):
Tl (-0.221, 1.768, 0.417)
C (3.699, 1.165, -3.177)
F (3.170, 2.313, -3.556)
F (4.419, 0.513, -4.081)
F (4.499, 1.284, -2.098)
S (2.227, 0.063, -2.712)
O (2.891, -1.126, -2.106)
O (1.427, 0.773, -1.738)
O (1.560, -0.172, -3.975)
C (-0.510, -3.721, 0.346)
F (-0.883, -3.730, -0.866)
F (-1.549, -3.606, 1.163)
F (0.062, -4.958, 0.531)
S (0.849, -2.287, 0.671)
O (0.172, -1.024, 0.150)
O (1.135, -2.261, 2.109)
O (1.987, -2.622, -0.110)
C (-3.703, 3.108, -1.085)
O (-3.034, 2.615, 0.016)
H (-4.349, 3.920, -0.749)
H (-3.192, 3.371, -2.011)
H (-4.534, 2.511, -1.460)
H (-3.728, 2.533, 0.674)
C (-0.667, 0.022, 4.126)
O (0.004, 0.083, 2.876)
H (-1.717, 0.314, 4.111)
H (-0.653, -0.944, 4.631)
H (-0.140, 0.568, 4.909)
H (0.779, -0.472, 2.994)

Properties
**Energy above the lowest of the compared OMol25 structures with the same formula, charge and spin**: 57.5 kcal per mole
**Maximum force**: 5.50 eV/Å
**Calculated total energy**: -63309.78256 eV
**M**: 566.61 u
**Charge**: +1

---

Computed, not measured: C4H8FIN2O6P2S as an isolated structure in a non-equilibrium geometry, with ωB97M-V/def2-TZVPD.

Geometry (Å):
O (2.100, -2.841, 1.504)
N (0.976, -2.938, 1.331)
O (0.589, -2.273, 0.018)
C (0.009, -1.039, 0.273)
N (-1.453, -1.105, 0.542)
C (-2.071, 0.032, 0.420)
P (-3.926, 0.297, 0.731)
O (-4.225, 1.094, -0.646)
I (-3.481, 1.883, 2.424)
S (-0.971, 1.275, -0.130)
C (0.061, -0.051, -0.875)
C (1.446, 0.344, -1.371)
P (2.635, 0.838, -0.077)
O (1.989, 1.195, 1.184)
O (3.700, -0.353, 0.021)
O (3.513, 2.007, -0.699)
H (0.424, -0.561, 1.170)
H (-1.943, -1.952, 0.803)
H (-3.568, 1.764, -0.866)
H (-0.484, -0.508, -1.705)
H (1.900, -0.448, -1.968)
H (1.324, 1.210, -2.026)
H (3.270, -1.190, 0.239)
H (3.897, 1.736, -1.541)
F (-5.713, 1.584, 1.243)

Properties
**Maximum force**: 2.96 eV/Å
**Calculated total energy**: -59771.97228 eV
**M**: 420.03 u
**Charge**: 0

---

Computed, not measured: a 2-piece molecular cluster, C4H8FIO overall in a non-equilibrium geometry, with ωB97M-V/def2-TZVPD.

Geometry (Å):
C (-1.559, -0.663, -0.298)
C (0.303, 1.882, 0.351)
C (-0.133, -0.605, 0.324)
C (0.639, 0.532, -0.303)
O (1.178, -2.538, -0.380)
F (0.478, 0.734, -1.629)
I (2.847, 0.249, 0.162)
H (-2.247, -0.150, 0.428)
H (-1.550, -0.140, -1.227)
H (-1.748, -1.708, -0.309)
H (-0.662, 2.046, 0.092)
H (0.953, 2.504, -0.228)
H (0.378, 2.055, 1.467)
H (0.213, -0.992, 1.308)
H (0.909, -3.205, 0.241)

Properties
**Energy above the lowest of the compared OMol25 structures with the same formula, charge and spin**: 90.3 kcal per mole
**Maximum force**: 3.42 eV/Å
**Calculated total energy**: -17138.78300 eV
**M**: 218.01 u
**Charge**: 0